Entry 1:
Molecular formula: C2H4OS3
Method: DFT, ωB97M-V with the def2-TZVPD basis set

Its charge is 0. The multiplicity is 1. The energy above the lowest of the compared OMol25 structures with the same formula, charge and spin comes out at 91.2 kcal per mole.

Geometry as XYZ:
```
10
C2H4OS3 ωB97M-V with the def2-TZVPD basis set
C -2.865 0.118 -0.015
C 0.465 -0.945 0.096
O 0.934 2.621 -0.540
S -4.249 0.595 -0.337
S 0.483 0.396 1.327
S -0.210 1.972 0.053
H 1.060 -1.817 0.585
H 0.939 -0.570 -0.788
H -0.524 -1.495 -0.120
H -0.294 2.405 1.421
```

Entry 2:
Molecular formula: C20H30As2NO4PS2Ti
Method: DFT, ωB97M-V with the def2-TZVPD basis set

Its calculated total energy is -206659.75050 eV. Its charge is 0. The multiplicity is 1.

Geometry as XYZ:
```
61
C20H30As2NO4PS2Ti ωB97M-V with the def2-TZVPD basis set
Ti -0.732 -0.584 0.875
O -1.189 -1.533 2.656
S -2.087 -2.298 1.695
O -2.793 -3.416 2.195
O -1.065 -2.577 0.583
O -2.863 -1.169 1.085
C -3.098 -1.716 -1.877
As -1.406 -0.814 -1.620
C -1.564 0.542 -3.021
C -0.118 -2.094 -2.350
C -0.556 -3.345 -2.771
C 0.350 -4.255 -3.296
C 1.692 -3.919 -3.382
C 2.127 -2.682 -2.931
C 1.236 -1.753 -2.399
As 1.717 0.049 -1.679
C 3.536 0.134 -2.396
C 3.334 -0.674 0.760
H -3.187 -1.980 -2.932
H -3.894 -1.025 -1.603
H -3.170 -2.600 -1.250
H -1.438 0.029 -3.975
H -0.794 1.301 -2.903
H -2.553 0.996 -2.986
H -1.597 -3.630 -2.693
H 0.005 -5.224 -3.632
H 2.402 -4.628 -3.789
H 3.182 -2.443 -2.989
H 4.194 -0.605 -1.939
H 3.927 1.128 -2.198
H 3.490 -0.043 -3.470
H 3.897 -1.458 0.252
H 3.321 -0.909 1.826
H 3.831 0.284 0.616
C -3.288 1.807 0.041
P -1.923 1.627 1.230
C -1.043 3.203 1.133
C -2.736 1.632 2.855
H -3.892 2.676 0.313
H -3.912 0.914 0.049
H -2.883 1.967 -0.958
H -1.779 4.010 1.124
H -0.426 3.241 0.233
H -0.386 3.321 1.991
H -2.008 1.932 3.609
H -3.110 0.638 3.093
H -3.564 2.343 2.845
S 2.471 2.564 -0.152
C 1.918 -0.628 0.208
N 0.977 0.087 1.104
C 1.355 1.158 1.968
C 0.903 1.055 3.286
C 1.140 2.069 4.194
C 1.885 3.175 3.779
C 2.351 3.262 2.484
C 2.070 2.288 1.505
H 1.546 -1.663 0.150
H 0.385 0.153 3.593
H 0.788 1.982 5.213
H 2.108 3.969 4.479
H 2.917 4.128 2.164
```

Entry 3:
Molecular formula: CH3N4
Method: DFT, ωB97M-V with the def2-TZVPD basis set

Its charge is +1. The multiplicity is 1. The energy above the lowest of the compared OMol25 structures with the same formula, charge and spin comes out at 143.4 kcal per mole.

Geometry as XYZ:
```
8
CH3N4 ωB97M-V with the def2-TZVPD basis set
C -2.854 0.045 -0.125
N -0.778 0.858 0.697
N -1.962 0.666 0.380
N -3.200 -0.754 -1.074
N 0.282 0.351 -0.177
H -2.446 -1.274 -1.590
H 0.323 -0.004 -1.177
H 1.107 0.910 0.085
```

Entry 4:
Molecular formula: C26H36N5O23
Method: DFT, ωB97M-V with the def2-TZVPD basis set

Its calculated total energy is -82072.41351 eV. Its charge is +1. The multiplicity is 1.

Geometry as XYZ:
```
90
C26H36N5O23 ωB97M-V with the def2-TZVPD basis set
C -2.071 -0.545 -4.330
C -0.654 -1.306 -4.652
O 0.553 -0.588 -4.212
N 0.771 -0.870 -2.911
C 1.324 -2.135 -2.276
N 1.286 -1.834 -0.772
C 0.730 -0.432 -0.659
N 0.441 0.373 0.415
N 0.438 0.145 -2.027
N -0.054 1.427 -2.211
C 0.904 2.268 -2.749
O 2.067 2.950 -2.930
H -2.882 -1.374 -4.097
H -2.048 0.184 -3.415
H -2.426 0.076 -5.273
H -0.736 -2.391 -4.221
H -0.579 -1.423 -5.832
H 1.704 -3.120 -2.802
H 0.104 -0.058 1.308
H 0.468 1.434 0.397
C 2.656 -2.701 2.388
C 2.473 -3.644 3.534
O 1.602 -2.940 4.398
C 0.920 -2.041 3.629
O -0.033 -1.386 4.017
O 1.443 -1.972 2.370
H 2.809 -3.224 1.440
H 3.485 -2.004 2.549
H 1.992 -4.580 3.232
H 3.416 -3.875 4.037
C 3.729 -0.302 -5.453
C 3.655 0.074 -6.897
O 3.918 -1.145 -7.565
C 3.592 -2.150 -6.700
O 3.534 -3.329 -7.005
O 3.338 -1.662 -5.451
H 3.056 0.296 -4.832
H 4.745 -0.225 -5.053
H 2.659 0.428 -7.187
H 4.394 0.833 -7.169
C 0.181 5.272 2.279
C 1.202 4.726 1.334
O 0.619 3.517 0.887
C -0.730 3.642 1.053
O -1.554 2.855 0.617
O -1.037 4.762 1.771
H 0.168 6.365 2.293
H 0.319 4.904 3.301
H 1.365 5.381 0.471
H 2.162 4.537 1.823
C -2.897 -4.422 0.305
C -2.395 -3.381 1.252
O -1.181 -3.931 1.728
C -0.752 -4.819 0.785
O 0.346 -5.351 0.789
O -1.710 -5.035 -0.163
H -3.464 -3.992 -0.524
H -3.512 -5.179 0.803
H -2.180 -2.430 0.752
H -3.089 -3.200 2.077
C 6.472 5.817 3.278
C 6.200 4.348 3.305
O 4.871 4.271 3.785
C 4.277 5.467 3.500
O 3.084 5.689 3.621
O 5.191 6.380 3.061
H 7.160 6.099 2.476
H 6.864 6.188 4.230
H 6.243 3.896 2.308
H 6.884 3.811 3.968
C -5.180 -7.462 4.302
C -5.473 -6.006 4.467
O -5.430 -5.513 3.141
C -5.681 -6.572 2.316
O -5.887 -6.477 1.117
O -5.674 -7.749 3.007
H -5.684 -8.076 5.053
H -4.107 -7.678 4.327
H -6.472 -5.825 4.879
H -4.733 -5.501 5.093
C -4.206 4.388 -0.815
C -3.478 5.601 -0.334
O -3.730 6.555 -1.348
C -4.881 6.173 -1.975
O -5.482 6.856 -2.787
O -5.271 4.927 -1.575
H -4.588 3.778 0.008
H -3.589 3.760 -1.466
H -3.876 5.979 0.614
H -2.405 5.426 -0.224
```